116
Properties=species:S:1:pos:R:3:forces:R:3 method="wB97M-V/def2-TZVPD" homo_ev=-8.8621 relative_energy_ev=12.534 lumo_energy_ev=0.1 gap_ev=9.0 smiles="NC(N)=O.CC(C)O.CC(C)O.CC(C)O.CC(C)O.CC(C)O.CC(C)O.CC(C)O.CC(C)O.CO.CO"
C -6.22800 -16.78000 -28.61200 -0.832 -0.827 -2.180
O -6.97200 -15.59700 -28.62100 -0.409 1.116 -0.342
H -5.87000 -16.91100 -27.66700 0.786 -1.042 2.758
H -5.34500 -16.72800 -29.23300 0.176 0.698 -0.429
H -6.74900 -17.65900 -29.05500 -0.043 0.388 0.746
H -7.93300 -15.71400 -28.42900 0.954 -0.776 0.028
C -5.43900 -20.81300 -28.66500 -0.606 0.462 -2.528
O -6.51600 -20.40700 -29.60900 0.311 -0.991 1.833
H -4.55400 -20.57500 -29.25500 0.406 -0.115 0.578
H -5.41700 -21.88200 -28.42400 -0.595 0.309 -0.496
H -5.45900 -20.26300 -27.74500 -0.141 0.526 0.556
H -6.14700 -19.67300 -30.11500 0.281 -0.074 -0.115
C -3.81900 -17.93100 -31.31900 -5.052 -1.921 0.816
O -4.99400 -18.62200 -31.05500 6.141 3.052 -1.528
N -2.61600 -18.52300 -31.49300 -1.563 1.914 0.602
N -3.87400 -16.59500 -31.42200 -0.152 2.039 -0.455
H -2.71000 -19.46400 -31.61500 0.425 -2.950 -0.185
H -1.75800 -18.02700 -31.55200 0.353 0.141 -0.218
H -4.81000 -16.14200 -31.54700 1.063 -0.594 0.557
H -3.05500 -15.96600 -31.62700 -1.301 -1.431 0.216
C -0.32800 -23.51100 -28.71700 2.035 -1.365 -0.470
C -0.99100 -22.42700 -28.01500 -0.961 3.587 -5.833
C -2.27700 -21.84600 -28.67100 -0.002 -0.242 -0.983
O -1.25700 -22.53500 -26.77900 -0.752 -3.686 6.547
H 0.45600 -23.90400 -28.06600 0.340 0.305 0.130
H 0.19800 -23.10800 -29.61100 -0.625 -0.520 0.368
H -0.85200 -24.40200 -28.91700 -1.277 -0.923 -0.716
H -0.24600 -21.67900 -28.16000 0.819 1.441 -0.073
H -2.18300 -21.94200 -29.73000 -0.176 -0.271 -1.161
H -2.48400 -20.76900 -28.56800 0.470 -0.336 0.712
H -3.18100 -22.38900 -28.36600 0.423 0.013 0.012
H -1.18000 -21.69600 -26.39400 0.000 1.985 1.442
C -8.20000 -14.14000 -32.55800 -1.957 -0.157 -0.390
C -7.79100 -15.24200 -31.65900 -6.055 -2.449 -4.556
C -7.40900 -16.56100 -32.23500 -4.772 -3.008 -1.540
O -6.73000 -14.99600 -31.10800 10.863 4.382 7.012
H -9.17900 -14.40900 -32.94800 -0.041 0.212 -0.670
H -7.52600 -13.78900 -33.29800 0.857 -0.507 -1.029
H -8.35400 -13.25900 -31.99100 -0.291 0.892 1.047
H -8.51100 -15.33500 -30.84500 -1.514 -0.352 -0.491
H -6.44700 -16.62900 -32.67200 0.604 0.581 -1.132
H -8.28500 -16.90100 -32.87300 1.324 -0.315 -0.085
H -7.34400 -17.33300 -31.45900 -0.103 0.373 0.137
H -6.86600 -15.44000 -30.25000 1.489 0.846 0.885
C -2.94800 -18.17900 -27.92700 -0.071 1.395 1.118
C -1.51000 -18.04300 -28.34600 -7.305 3.739 -6.550
C -1.24200 -16.58800 -28.82100 -0.749 -0.480 -0.404
O -0.65200 -18.37900 -27.52500 7.619 -1.775 6.256
H -3.66900 -18.27200 -28.74800 0.337 0.129 0.172
H -3.12300 -17.23600 -27.34000 -0.556 -0.971 -0.223
H -3.03100 -19.04000 -27.29100 -0.419 -0.428 0.307
H -1.39500 -18.67200 -29.19500 -0.194 -0.499 -1.785
H -1.10800 -15.73400 -28.15900 -0.350 -0.490 0.735
H -1.98200 -16.34400 -29.53800 -1.022 0.549 -0.642
H -0.36800 -16.63600 -29.39800 1.799 0.046 -0.929
H 0.09900 -17.98700 -28.01800 0.872 -0.950 1.772
C -5.39100 -17.27600 -24.37700 1.385 -1.083 1.081
C -6.78800 -17.76800 -24.35400 1.394 2.319 -9.360
C -7.08100 -18.74700 -25.52300 -0.334 0.558 1.847
O -7.25000 -18.29700 -23.32500 -2.049 -3.062 8.214
H -4.62700 -18.02100 -24.10100 -0.288 0.313 0.669
H -5.35100 -16.33900 -23.87700 0.501 0.601 1.345
H -5.05400 -16.98400 -25.31500 0.059 0.358 -2.306
H -7.32500 -16.84900 -24.59500 -0.672 0.483 -0.481
H -8.12400 -18.92200 -25.58800 -1.174 -0.090 0.202
H -6.65100 -19.70700 -25.42500 0.873 -1.005 0.561
H -6.81700 -18.38500 -26.44700 0.836 1.084 -2.144
H -6.94100 -17.74700 -22.59400 -0.428 -0.451 0.623
C -8.32500 -21.59200 -26.87000 0.117 -0.385 1.026
C -9.80500 -21.62200 -26.40900 1.609 -7.909 -3.557
C -10.15300 -22.91600 -25.56200 -1.165 -1.564 -2.995
O -10.33000 -20.69100 -25.76400 -1.745 8.020 4.967
H -8.09100 -22.26600 -27.68900 -0.446 0.069 -0.243
H -7.49900 -21.75200 -26.16600 -0.601 -0.390 0.682
H -8.14500 -20.59800 -27.13600 0.268 1.529 -1.186
H -10.37200 -21.51700 -27.33300 0.027 -1.408 -0.789
H -9.63000 -22.98100 -24.64300 0.506 0.468 1.109
H -9.77200 -23.76900 -26.14400 -0.173 -0.173 0.211
H -11.27800 -23.13600 -25.40600 1.769 0.839 -0.229
H -9.78800 -20.58900 -24.98500 -0.200 0.719 1.016
C -3.66800 -20.58200 -25.11400 0.753 0.215 -1.042
C -2.34600 -20.03600 -24.62200 -3.054 -1.969 6.881
C -1.69800 -20.98600 -23.62500 -1.306 -2.931 1.066
O -1.41400 -19.97500 -25.46900 5.247 0.901 -6.073
H -4.10900 -21.04300 -24.23900 -0.912 -0.001 -0.267
H -3.42900 -21.34000 -25.91400 -0.386 0.601 0.955
H -4.20200 -19.73700 -25.58300 -0.451 -0.670 0.378
H -2.43800 -19.12000 -24.04000 -0.612 0.704 -0.111
H -2.21300 -21.17000 -22.67000 -0.135 0.214 -0.328
H -0.67400 -20.87800 -23.40200 1.268 1.550 0.317
H -1.55500 -21.98900 -24.08800 -0.883 0.229 -0.079
H -1.55400 -19.21700 -26.00600 0.613 0.905 -1.265
C -6.91200 -24.73400 -26.09600 -0.588 0.577 -1.532
C -5.41700 -24.77600 -25.90400 -3.563 -1.278 -9.960
C -4.72200 -23.73400 -26.70100 0.613 0.988 -1.081
O -5.12000 -24.63400 -24.73900 4.333 0.492 13.244
H -7.12900 -24.49700 -27.17600 -0.045 -0.592 0.986
H -7.37100 -23.92700 -25.53100 0.225 0.173 0.200
H -7.38200 -25.64800 -25.77300 -0.235 -0.421 -0.074
H -5.05100 -25.78600 -26.14700 -0.270 -0.180 -1.671
H -4.68400 -24.06900 -27.70300 -0.174 0.215 -1.576
H -3.70600 -23.73100 -26.39900 1.375 -0.174 0.390
H -4.96100 -22.64900 -26.60200 -0.786 -1.078 0.074
H -4.20700 -25.00700 -24.70200 -0.883 0.922 1.194
C -9.78200 -18.06900 -30.26800 -0.719 0.027 0.672
C -10.07000 -17.36500 -28.90300 -4.155 -7.479 -0.124
C -9.70700 -18.33800 -27.74600 1.974 0.808 -0.275
O -9.45000 -16.28600 -28.69400 3.684 7.382 0.861
H -8.72800 -18.30500 -30.33100 0.329 0.120 -0.002
H -10.08000 -17.46600 -31.15000 0.047 -0.382 0.503
H -10.27700 -19.05600 -30.25500 -0.083 0.527 -0.258
H -11.14600 -17.19900 -28.74400 -0.315 -0.154 -0.624
H -10.36700 -19.19000 -27.70300 0.023 -0.159 0.108
H -9.57800 -17.84100 -26.75100 -0.915 -0.131 -0.824
H -8.64100 -18.62900 -27.93600 -0.876 -0.389 -0.075
H -9.76200 -15.55700 -29.24300 -0.066 -0.080 -0.055